1.
{"formula": "C41H31BrF4N3O3PV", "method": "the ωB97M-V functional and the def2-TZVPD basis", "symbols": ["V", "C", "O", "C", "N", "C", "C", "C", "C", "C", "C", "C", "C", "C", "C", "C", "C", "N", "C", "N", "C", "C", "O", "C", "C", "C", "C", "C", "C", "H", "H", "H", "H", "H", "H", "H", "H", "H", "H", "H", "H", "H", "H", "H", "H", "H", "H", "H", "F", "C", "C", "F", "C", "F", "C", "P", "C", "C", "C", "C", "C", "C", "C", "C", "C", "C", "C", "C", "C", "Br", "C", "F", "H", "H", "H", "H", "H", "H", "H", "H", "H", "H", "O", "H", "H"], "coordinates": [[0.22, -0.08, 0.33], [-1.57, 2.31, -3.13], [-1.30, 3.09, -1.92], [-0.81, 2.25, -1.04], [-0.67, 1.01, -1.37], [-1.26, 0.86, -2.73], [-2.42, -0.12, -2.66], [-3.74, 0.21, -2.94], [-4.75, -0.74, -2.81], [-4.45, -2.03, -2.40], [-3.13, -2.38, -2.15], [-2.13, -1.43, -2.29], [-0.50, 2.73, 0.31], [-0.66, 4.01, 0.80], [-0.37, 4.25, 2.14], [0.07, 3.22, 2.94], [0.23, 1.96, 2.38], [-0.05, 1.72, 1.08], [0.70, 0.74, 3.01], [0.80, -0.34, 2.31], [1.44, -1.37, 3.17], [1.44, -0.68, 4.56], [1.05, 0.71, 4.28], [0.75, -2.71, 3.13], [-0.63, -2.81, 3.02], [-1.24, -4.06, 3.00], [-0.46, -5.21, 3.08], [0.91, -5.11, 3.20], [1.52, -3.86, 3.23], [-0.92, 2.69, -3.91], [-2.61, 2.51, -3.38], [-0.49, 0.47, -3.40], [-4.03, 1.20, -3.26], [-5.77, -0.47, -3.03], [-5.24, -2.77, -2.30], [-2.88, -3.40, -1.89], [-1.09, -1.72, -2.17], [-1.02, 4.80, 0.15], [-0.50, 5.25, 2.55], [0.30, 3.37, 3.99], [2.46, -1.49, 2.81], [2.41, -0.64, 5.04], [0.69, -1.09, 5.24], [-1.24, -1.91, 2.96], [-2.31, -4.13, 2.92], [-0.94, -6.18, 3.07], [1.52, -6.00, 3.28], [2.60, -3.79, 3.32], [5.32, -5.01, -0.14], [4.74, -3.84, -0.15], [5.50, -2.68, -0.12], [6.81, -2.75, -0.08], [4.86, -1.44, -0.13], [5.61, -0.35, -0.13], [3.48, -1.33, -0.15], [2.62, 0.28, -0.18], [3.38, 1.31, 1.10], [4.07, 0.77, 2.19], [4.51, 1.59, 3.21], [4.28, 2.96, 3.16], [3.59, 3.50, 2.08], [3.14, 2.68, 1.06], [3.04, 0.99, -1.78], [4.10, 1.87, -1.98], [4.39, 2.32, -3.26], [3.65, 1.88, -4.34], [2.61, 0.98, -4.15], [2.30, 0.54, -2.88], [2.74, -2.51, -0.22], [0.84, -2.53, -0.44], [3.34, -3.75, -0.21], [2.64, -4.87, -0.28], [4.28, -0.29, 2.23], [5.06, 1.17, 4.04], [4.64, 3.60, 3.95], [3.42, 4.57, 2.03], [2.61, 3.13, 0.23], [4.70, 2.21, -1.14], [5.21, 3.01, -3.41], [3.89, 2.22, -5.34], [2.05, 0.61, -5.00], [1.50, -0.18, -2.73], [-1.80, -0.56, 0.75], [-2.27, -1.10, 0.10], [-2.42, 0.10, 1.08]], "mulliken_spin": [1.1997, 0.0005, -0.0021, 0.0020, -0.0182, 0.0056, 0.0007, -0.0026, 0.0005, -0.0007, 0.0060, 0.0072, -0.0463, 0.0258, -0.0494, 0.0294, -0.0749, -0.0544, -0.0074, 0.0128, 0.0041, 0.0023, -0.0048, -0.0036, 0.0086, 0.0003, 0.0001, -0.0006, 0.0010, 0.0000, -0.0004, 0.0061, 0.0001, 0.0000, 0.0000, 0.0002, -0.0064, 0.0009, -0.0031, -0.0004, -0.0023, -0.0003, -0.0003, -0.0003, 0.0000, 0.0001, 0.0000, -0.0001, 0.0001, 0.0007, 0.0005, 0.0000, 0.0021, 0.0000, -0.0175, -0.0019, 0.0030, -0.0047, 0.0005, -0.0015, -0.0005, 0.0004, -0.0200, 0.0006, 0.0004, -0.0006, 0.0050, 0.0072, -0.0054, -0.0020, -0.0008, -0.0005, -0.0008, 0.0000, -0.0002, -0.0012, -0.0006, -0.0002, 0.0000, -0.0001, 0.0002, 0.0068, -0.0063, 0.0002, 0.0017], "charge": 2, "gap_ev": [7.69, 6.32], "s2": 0.843, "multiplicity": 2, "lumo_energy_ha": [-0.2197, -0.2207]}



2.
{"formula": "C27H67BBrClN16O33P3", "method": "the ωB97M-V functional and the def2-TZVPD basis", "symbols": ["C", "C", "C", "C", "N", "C", "C", "P", "O", "Br", "C", "B", "O", "O", "C", "C", "C", "P", "N", "O", "O", "N", "P", "O", "O", "C", "C", "C", "C", "Cl", "H", "H", "H", "H", "H", "H", "H", "H", "H", "H", "H", "H", "H", "H", "H", "H", "H", "H", "H", "H", "H", "H", "H", "H", "H", "H", "H", "H", "C", "N", "O", "O", "H", "H", "H", "C", "N", "O", "O", "H", "H", "H", "C", "N", "O", "O", "H", "H", "H", "C", "N", "O", "O", "H", "H", "H", "C", "N", "O", "O", "H", "H", "H", "C", "N", "O", "O", "H", "H", "H", "C", "N", "O", "O", "H", "H", "H", "C", "N", "O", "O", "H", "H", "H", "C", "N", "O", "O", "H", "H", "H", "C", "N", "O", "O", "H", "H", "H", "C", "N", "O", "O", "H", "H", "H", "C", "N", "O", "O", "H", "H", "H", "C", "N", "O", "O", "H", "H", "H"], "coordinates": [[-3.42, -1.91, -0.15], [-2.18, -2.85, 0.28], [-1.44, -2.08, 1.50], [-0.13, -2.85, 2.01], [1.11, -2.65, 1.22], [1.36, -1.27, 0.80], [1.51, -0.10, 1.81], [1.42, -0.27, 3.72], [2.11, -1.80, 4.19], [-0.77, -0.19, 4.39], [1.79, 1.33, 1.20], [1.94, 2.52, 2.31], [0.76, 3.07, 2.95], [3.28, 2.93, 2.62], [3.31, 4.01, 3.61], [2.83, 5.44, 3.05], [1.93, 1.55, -0.35], [2.24, 3.33, -0.87], [0.94, 4.17, -0.41], [2.43, 3.62, -2.52], [3.68, 3.91, -0.13], [1.81, 0.38, -1.20], [2.01, 0.52, -2.97], [3.58, 1.05, -3.39], [0.78, 1.47, -3.70], [1.52, -0.97, -0.71], [1.42, -2.21, -1.75], [0.05, -2.23, -2.60], [0.39, -2.26, -4.21], [-1.10, -0.84, -2.26], [-2.98, -0.85, -0.28], [-4.21, -1.80, 0.68], [-3.90, -2.24, -1.15], [-2.65, -3.79, 0.77], [-1.47, -3.11, -0.58], [-1.30, -0.96, 1.29], [-2.20, -2.14, 2.37], [-0.04, -2.65, 3.14], [-0.39, -3.98, 1.95], [1.93, -2.92, 1.81], [3.06, -1.75, 3.88], [0.83, 2.79, 3.90], [2.78, 3.69, 4.57], [4.42, 4.14, 3.90], [2.91, 5.43, 1.91], [3.54, 6.23, 3.47], [1.76, 5.69, 3.41], [0.25, 3.52, 0.01], [1.52, 3.84, -2.86], [4.22, 4.35, -0.85], [3.50, 1.61, -4.20], [0.01, 1.61, -3.09], [2.34, -2.21, -2.45], [1.48, -3.22, -1.20], [-0.46, -3.24, -2.40], [-0.20, -1.47, -4.78], [1.50, -2.10, -4.43], [0.11, -3.27, -4.67], [-2.22, 4.00, 2.64], [-3.46, 4.60, 2.08], [-4.31, 3.83, 1.64], [-3.54, 5.82, 2.09], [-2.29, 2.91, 2.57], [-1.38, 4.37, 2.06], [-2.15, 4.31, 3.68], [-0.67, 7.09, 6.37], [-0.36, 5.81, 5.70], [0.41, 5.05, 6.27], [-0.90, 5.58, 4.62], [-0.12, 7.14, 7.31], [-0.36, 7.89, 5.71], [-1.75, 7.12, 6.55], [-3.37, -6.71, 2.96], [-2.28, -5.77, 2.58], [-2.19, -4.73, 3.21], [-1.56, -6.11, 1.66], [-3.93, -6.28, 3.79], [-4.01, -6.84, 2.09], [-2.90, -7.65, 3.26], [1.33, -7.02, -3.86], [0.43, -5.92, -4.28], [-0.01, -5.19, -3.40], [0.20, -5.81, -5.47], [1.44, -6.99, -2.77], [0.86, -7.96, -4.17], [2.29, -6.88, -4.35], [7.85, 4.20, 3.40], [7.22, 5.14, 4.37], [6.66, 6.13, 3.91], [7.30, 4.85, 5.55], [7.70, 4.58, 2.40], [8.91, 4.15, 3.64], [7.37, 3.23, 3.53], [4.64, -7.20, -7.07], [3.69, -8.14, -6.42], [3.61, -8.11, -5.20], [3.05, -8.87, -7.16], [5.14, -6.62, -6.30], [5.36, -7.80, -7.63], [4.07, -6.56, -7.74], [-5.29, -2.28, -4.36], [-6.16, -2.56, -3.19], [-7.19, -1.91, -3.10], [-5.78, -3.42, -2.41], [-5.75, -1.50, -4.97], [-4.32, -1.96, -3.98], [-5.20, -3.21, -4.93], [-1.50, -3.26, -7.83], [-2.13, -2.32, -6.86], [-2.68, -1.33, -7.32], [-2.04, -2.60, -5.68], [-1.66, -2.88, -8.84], [-0.44, -3.31, -7.59], [-1.98, -4.22, -7.70], [6.85, -0.59, 2.88], [7.93, 0.35, 2.49], [8.02, 1.40, 3.12], [8.65, 0.01, 1.57], [6.30, -0.16, 3.71], [6.21, -0.73, 2.01], [7.32, -1.53, 3.18], [0.04, 6.94, -2.61], [-0.47, 5.77, -3.37], [-1.65, 5.76, -3.67], [0.34, 4.89, -3.63], [-0.78, 7.64, -2.45], [0.43, 6.57, -1.66], [0.82, 7.40, -3.21], [-1.74, 8.51, 2.18], [-0.98, 8.42, 3.45], [-0.02, 7.66, 3.47], [-1.37, 9.11, 4.38], [-1.29, 7.85, 1.45], [-2.77, 8.21, 2.39], [-1.70, 9.55, 1.85], [-6.93, 2.37, 2.75], [-7.79, 2.10, 3.93], [-8.82, 2.75, 4.04], [-7.41, 1.24, 4.71], [-7.39, 3.15, 2.15], [-5.96, 2.70, 3.13], [-6.84, 1.45, 2.19], [-5.23, -8.91, -1.13], [-4.46, -9.03, 0.13], [-3.50, -9.77, 0.13], [-4.85, -8.36, 1.08], [-4.77, -9.55, -1.88], [-6.25, -9.23, -0.93], [-5.20, -7.86, -1.44]], "lowdin_charge": [-0.1497, -0.2256, -0.2225, -0.2366, -0.0280, -0.1246, -0.1929, 0.6749, -0.3677, 0.3661, 0.0297, -0.6277, 0.0598, -0.0067, -0.1945, -0.0443, -0.1375, 0.6912, -0.1270, -0.2214, -0.1650, -0.1677, 0.9758, -0.2704, -0.2834, -0.0765, -0.1686, -0.6193, -0.1503, 0.6600, 0.0337, 0.0893, 0.0575, 0.0985, 0.0744, 0.0877, 0.1021, 0.0630, 0.1036, 0.1232, 0.0594, 0.0986, 0.1292, 0.1203, 0.0777, 0.0851, 0.0667, -0.0033, 0.0165, 0.0948, 0.0806, 0.0483, 0.1057, 0.1265, 0.0791, 0.0596, 0.0633, 0.0500, 0.0330, -0.4197, 0.0534, 0.0589, 0.0931, 0.0903, 0.0736, 0.0499, -0.3956, 0.0705, 0.0030, 0.1044, 0.0587, 0.1129, 0.0508, -0.4241, 0.0488, 0.0558, 0.1020, 0.0693, 0.1106, 0.0520, -0.4175, 0.0376, 0.0649, 0.1028, 0.1133, 0.0675, 0.0292, -0.4479, 0.0463, 0.0641, 0.0981, 0.1084, 0.0600, 0.0482, -0.4256, 0.0208, 0.0866, 0.0957, 0.1055, 0.1030, 0.0378, -0.4446, 0.0728, 0.0365, 0.0995, 0.0856, 0.1012, 0.0519, -0.4273, 0.0744, 0.0181, 0.0979, 0.0991, 0.1052, 0.0418, -0.4225, 0.0392, 0.0854, 0.0945, 0.0961, 0.1045, 0.0521, -0.4073, 0.1087, 0.0108, 0.0992, 0.0785, 0.1069, 0.0512, -0.4037, 0.0384, 0.0562, 0.0932, 0.0903, 0.1045, 0.0309, -0.4484, 0.0675, 0.0522, 0.0982, 0.0783, 0.1026, 0.0489, -0.4242, 0.0823, 0.0283, 0.0970, 0.1047, 0.1027], "charge": 1, "gap_ev": 6.58, "lumo_energy_ha": -0.1816}



The electronic energy results, record by record, are as follows: -169510.13614; -231558.01883 eV.